Below is the molecule C3H7N3O, with properties calculated with wB97M-V/def2-TZVPD.

Structure (XYZ):
```
14
Properties=species:S:1:pos:R:3:lowdin_charge:R:1
C 1.9868 0.6146 -0.2383 -0.0850
N 0.8219 0.5449 0.6510 0.0160
C -0.3360 -0.0073 0.1091 -0.5626
O -0.3258 -0.8588 -1.0917 -0.0196
N -1.1919 -1.0179 0.7907 0.1277
C -1.6742 -0.7440 -0.5863 -0.3144
N -1.5598 0.7197 -0.3707 0.1251
H 1.6724 0.5059 -1.2781 0.0812
H 2.6928 -0.1931 -0.0216 0.0838
H 2.5019 1.5688 -0.1170 0.0736
H 1.0509 0.0120 1.4863 0.1241
H -1.8078 -0.5238 1.4413 0.1010
H -2.4942 -1.2530 -1.0925 0.1491
H -1.3557 1.1729 -1.2669 0.0998
```

For the LUMO energy, the calculation gives 1.047 eV. As for the net charge: 0. The calculation puts the maximum force at 0.73 eV/A. The HOMO-LUMO gap is 10.61 eV. The value obtained for the total energy is -357.89965 hartree. For the energy above the lowest of the compared OMol25 structures with the same formula, charge and spin, the calculation gives 394.4 kJ/mol.

***

Below is the ion C5H9N2OS with charge +1 at a distorted geometry, with properties calculated with wB97M-V/def2-TZVPD.

Structure (XYZ):
```
18
Properties=species:S:1:pos:R:3:lowdin_charge:R:1
C -0.2565 0.6278 0.2149 -0.3135
C 1.2617 -1.5411 0.3744 -0.0338
C 2.1682 -0.3142 0.2399 -0.2776
C -2.4860 -0.4731 0.0053 -0.4311
C 0.7125 -0.2245 0.5212 -0.1207
N -1.6406 0.5554 0.0759 0.0936
N 2.5201 0.0662 -1.0786 0.0891
O 0.1272 1.9460 0.1158 0.0810
S -4.1372 -0.6669 -0.4074 0.9473
H 0.8948 -2.1328 -0.5371 0.1533
H 1.5434 -2.0948 1.2907 0.1278
H 2.8445 -0.1242 1.1115 0.1748
H -1.9821 -1.3178 0.4458 0.1065
H -1.9455 1.4771 -0.2462 0.1756
H 1.6846 0.4167 -1.5157 0.0817
H -0.0399 2.3022 0.9538 0.0946
H 3.2013 0.7954 -1.0934 0.0854
H -4.4704 0.7028 -0.4707 -0.0337
```

For the LUMO energy (spin up / spin down), the calculation gives -5.279 / -5.279 eV. As for the net charge: +1. The calculation puts the maximum force at 3.52 eV/A. The HOMO-LUMO gap (spin up / spin down) is 6.90 / 6.90 eV. The value obtained for the total energy is -778.48673 hartree. For the energy above the lowest of the compared OMol25 structures with the same formula, charge and spin, the calculation gives 373.1 kJ/mol.

***

Below is a cluster of 4 separate species, C8H23INO5 in total at a distorted geometry, with properties calculated with wB97M-V/def2-TZVPD.

Structure (XYZ):
```
38
Properties=species:S:1:pos:R:3:lowdin_charge:R:1
I -1.0350 0.5447 -1.0777 -0.0788
C 1.2618 2.2146 1.9650 -0.0884
C 1.3985 0.7603 2.4720 -0.4341
C 1.8776 0.8360 3.9017 -0.2158
O 2.2030 -0.4901 4.3506 -0.1912
C 2.9963 -0.4664 5.5038 -0.1490
N 0.1052 0.0777 2.3421 0.0270
H 1.1117 2.2209 0.8831 0.0377
H 2.1627 2.8156 2.1352 0.0654
H 0.3854 2.7117 2.3831 0.0736
H 2.1756 0.2427 1.9098 0.1410
H 1.1426 1.2375 4.6112 0.1289
H 2.8001 1.4238 3.9752 0.1144
H 3.1946 -1.4883 5.8193 0.0819
H 2.4925 0.1156 6.2875 0.0816
H 3.9724 0.0181 5.3505 0.0793
H -0.1898 0.1471 1.3574 -0.1154
H -0.5717 0.7113 2.7700 0.0638
C -3.8210 -2.8060 -0.3211 -0.2639
C -3.6600 -4.3017 -0.5110 -0.2595
O -2.4336 -4.6185 -1.1557 -0.0732
O -2.8657 -2.2505 0.5840 -0.1133
H -4.8191 -2.5955 0.0854 0.1114
H -3.7258 -2.2780 -1.2762 0.1124
H -4.4892 -4.6228 -1.1639 0.1062
H -3.7562 -4.9081 0.3861 0.1153
H -2.3752 -4.1515 -1.9930 0.0818
H -2.2366 -1.8050 -0.0049 -0.0503
C 0.0444 2.0038 -4.8187 -0.2709
C 0.8456 2.0558 -6.1005 -0.2743
O 1.8473 3.0430 -6.0529 -0.0704
O 0.9122 1.5887 -3.7670 -0.1665
H -0.8484 1.3812 -4.9318 0.1121
H -0.2652 2.9992 -4.4762 0.1180
H 0.2005 2.1913 -6.9697 0.1111
H 1.2818 1.0644 -6.2838 0.1142
H 2.2988 2.9853 -5.2050 0.0794
H 0.3818 1.3921 -2.9639 -0.1417
```

For the LUMO energy, the calculation gives 3.023 eV. As for the net charge: -1. The calculation puts the maximum force at 1.56 eV/A. The HOMO-LUMO gap is 7.71 eV. The value obtained for the total energy is -1047.30699 hartree. For the energy above the lowest of the compared OMol25 structures with the same formula, charge and spin, the calculation gives 68.7 kJ/mol.

***

Below is a cluster of 7 separate species, C19H32N4O3 in total at a distorted geometry, with properties calculated with wB97M-V/def2-TZVPD.

Structure (XYZ):
```
58
Properties=species:S:1:pos:R:3:lowdin_charge:R:1
C 20.8062 13.5426 -1.0495 -0.1139
C 20.2783 12.8308 0.0571 -0.0979
C 19.0174 13.3565 0.2498 -0.1575
N 18.7652 14.3135 -0.6853 0.0112
C 19.8713 14.4351 -1.4950 -0.1313
H 21.7966 13.4000 -1.4554 0.0897
H 20.7531 12.0031 0.5509 0.0874
H 18.2687 13.0910 0.9814 0.1034
H 17.9423 14.8734 -0.5847 0.1400
H 19.9535 15.1386 -2.3044 0.0744
C 21.0575 13.5358 -7.6430 -0.1264
C 21.6926 13.2360 -6.4172 -0.1099
C 21.0134 13.9247 -5.4246 -0.1348
N 20.0035 14.6303 -6.0192 0.0205
C 20.0361 14.3884 -7.3685 -0.1509
H 21.3478 13.1412 -8.6018 0.0878
H 22.5891 12.6611 -6.2520 0.0861
H 21.0552 13.8940 -4.3465 0.0948
H 19.4066 15.3279 -5.5963 0.0963
H 19.4027 14.9857 -8.0084 0.1045
C 21.6260 19.0774 -6.5470 -0.1207
C 20.9128 20.2540 -6.2724 -0.1420
C 21.5106 20.8886 -5.2159 -0.1381
N 22.5953 20.1358 -4.8514 0.0223
C 22.6324 18.9964 -5.6002 -0.1383
H 21.3748 18.4394 -7.3781 0.0935
H 20.0286 20.5444 -6.8196 0.0909
H 21.2646 21.7885 -4.6773 0.1027
H 23.1928 20.3527 -4.0635 0.0952
H 23.4072 18.2580 -5.4680 0.0997
C 27.1724 16.2737 -3.3254 -0.1163
C 26.6987 17.3026 -4.1688 -0.1142
C 26.7150 18.4741 -3.4546 -0.1434
N 27.1824 18.2119 -2.1936 0.0240
C 27.3972 16.8553 -2.1012 -0.1397
H 27.3052 15.2305 -3.5545 0.1010
H 26.3917 17.1607 -5.1924 0.0974
H 26.3303 19.4336 -3.7576 0.0994
H 27.2667 18.8894 -1.4651 0.1283
H 27.6821 16.4321 -1.1502 0.1093
C 23.4581 16.0032 -3.1424 -0.1614
O 24.0523 15.2237 -2.1190 -0.1239
H 23.8257 15.5832 -4.0899 0.0839
H 22.3755 15.9064 -3.1641 0.0461
H 23.7530 17.0569 -3.0928 0.0612
H 24.9924 15.4327 -2.1102 0.0404
C 19.7914 17.3351 -3.9675 -0.1391
O 18.6854 16.4493 -4.1725 -0.1435
H 19.9058 17.5593 -2.9001 0.0821
H 20.7224 16.8646 -4.2720 0.0554
H 19.6286 18.2710 -4.5018 0.0754
H 17.8892 16.9844 -4.1222 0.0875
C 24.4125 20.1486 -1.2946 -0.1180
O 24.3611 20.7649 -2.5895 -0.1500
H 24.1304 19.1054 -1.4220 0.0785
H 25.4283 20.2141 -0.9088 0.0679
H 23.6960 20.5980 -0.6064 0.0823
H 24.8503 21.5908 -2.5211 0.0905
```

For the LUMO energy, the calculation gives 0.149 eV. As for the net charge: 0. The calculation puts the maximum force at 1.31 eV/A. The HOMO-LUMO gap is 7.88 eV. The SMILES is c1cc[nH]c1.c1cc[nH]c1.c1cc[nH]c1.c1cc[nH]c1.CO.CO.CO. The value obtained for the total energy is -1187.82860 hartree. For the energy above the lowest of the compared OMol25 structures with the same formula, charge and spin, the calculation gives 527.2 kJ/mol.

***

Below is a structure of composition C8H16O2 at a distorted geometry, with properties calculated with wB97M-V/def2-TZVPD.

Structure (XYZ):
```
26
Properties=species:S:1:pos:R:3:lowdin_charge:R:1
C 1.1729 -0.5008 -0.3409 -0.3323
C 2.2988 -0.6013 0.6731 -0.1175
C 1.4432 0.4868 -1.4603 -0.1213
C -0.0629 0.9261 0.9958 -0.2241
C 0.2150 2.2509 1.0720 0.0452
H 1.1691 -1.4876 -0.8205 0.0900
H 0.0036 0.3001 1.8793 0.1264
H 3.2411 -0.8776 0.1866 0.0749
H 2.4940 0.3610 1.1563 0.0651
H 2.0845 -1.3588 1.4330 0.0772
H 0.5914 0.5760 -2.1424 0.0685
H 1.6687 1.4806 -1.0629 0.0614
H 2.3032 0.1846 -2.0683 0.0747
H 0.7574 2.6227 1.9305 0.0612
H -0.0572 2.9536 0.2958 0.0681
C -2.5322 0.6850 0.8799 -0.0223
C -1.2323 -1.7775 -1.4243 -0.0038
C -0.8069 -1.2706 -0.0849 -0.3811
O -1.2510 0.5089 0.2108 -0.2340
O -0.9283 -1.8698 0.9438 0.0730
H -3.2617 0.1071 0.3130 0.0952
H -2.5234 0.3152 1.9056 0.0986
H -2.7430 1.7500 0.8397 0.0931
H -1.2065 -2.8674 -1.4278 0.0978
H -0.5839 -1.4339 -2.2267 0.0760
H -2.2534 -1.4633 -1.6562 0.0902
```

For the LUMO energy, the calculation gives 0.869 eV. As for the net charge: 0. The calculation puts the maximum force at 3.41 eV/A. The HOMO-LUMO gap is 8.21 eV. The value obtained for the total energy is -464.70336 hartree. For the energy above the lowest of the compared OMol25 structures with the same formula, charge and spin, the calculation gives 594.3 kJ/mol.

***

Below is the molecule C4H7NO4 at a distorted geometry, with properties calculated with wB97M-V/def2-TZVPD.

Structure (XYZ):
```
16
Properties=species:S:1:pos:R:3:lowdin_charge:R:1
C 1.7015 0.2895 -0.9256 -0.0718
O 0.6893 0.6385 -0.0206 -0.0774
C -0.3637 -0.2479 0.1427 -0.3796
N -0.3254 -1.1120 1.3513 0.0850
C -1.8057 0.6360 0.1717 -0.1054
O -2.5308 0.5804 1.0804 0.1243
C -0.7387 -1.2897 -0.9255 -0.5767
O -0.5591 -1.0041 -2.0670 0.1285
O -1.2528 -2.3404 -0.4190 0.1355
H 1.9137 -0.7138 -0.6964 0.0842
H 2.5860 0.9555 -0.7859 0.1105
H 1.4853 0.4829 -1.9372 0.0748
H 0.6105 -1.3332 1.6995 0.1230
H -0.9535 -0.6558 2.0672 0.1225
H -1.9174 1.2579 -0.6510 0.1171
H -1.0945 -2.2680 0.5882 0.1053
```

For the LUMO energy, the calculation gives 0.574 eV. As for the net charge: 0. The calculation puts the maximum force at 4.65 eV/A. The HOMO-LUMO gap is 10.29 eV. The SMILES is CO[C@@](N)(C=O)C(=O)O. The value obtained for the total energy is -512.28494 hartree. For the energy above the lowest of the compared OMol25 structures with the same formula, charge and spin, the calculation gives 256.0 kJ/mol.

***

Below is a structure of composition C27H23N3O5PPdS3 at a distorted geometry, with properties calculated with wB97M-V/def2-TZVPD.

Structure (XYZ):
```
63
Properties=species:S:1:pos:R:3:lowdin_charge:R:1
Pd -0.5770 -0.0677 -0.0118 0.3573
O -0.4263 -3.1190 -2.9851 -0.3134
S -0.0253 -1.9681 -2.2170 0.4337
O -1.0369 -0.8725 -2.1259 -0.4252
O 0.5376 -2.2669 -0.9100 -0.3708
C 1.3283 -1.1855 -3.0604 -0.2528
C 1.8579 -1.7709 -4.2033 -0.0516
C 2.9635 -1.2018 -4.8187 -0.0796
C 3.5422 -0.0547 -4.2944 -0.0826
C 3.0093 0.5269 -3.1540 -0.0810
C 1.9001 -0.0236 -2.5204 -0.2950
P 1.2768 0.8186 -0.9917 0.9661
C 0.8299 2.4538 -1.6069 -0.3387
C 1.0675 3.6562 -0.9548 -0.0917
C 0.5310 4.8387 -1.4540 -0.0782
C -0.2556 4.8212 -2.5943 -0.0890
C -0.5255 3.6142 -3.2305 -0.0743
C 0.0050 2.4354 -2.7356 -0.0798
C 2.7989 0.7860 0.0050 -0.3726
C 3.6203 1.8519 0.3461 -0.0873
C 4.7207 1.6522 1.1742 -0.0873
C 5.0049 0.3876 1.6626 -0.0941
C 4.1888 -0.6840 1.3179 -0.0731
C 3.0895 -0.4882 0.4996 -0.0849
H 1.3921 -2.6688 -4.5863 0.1080
H 3.3789 -1.6573 -5.7096 0.0997
H 4.4097 0.3871 -4.7693 0.0990
H 3.4656 1.4237 -2.7471 0.1102
H 1.6187 3.6873 -0.0259 0.0874
H 0.7124 5.7665 -0.9271 0.1036
H -0.6814 5.7422 -2.9732 0.0984
H -1.1684 3.5847 -4.1011 0.1028
H -0.2431 1.4919 -3.2084 0.1046
H 3.4333 2.8454 -0.0355 0.0866
H 5.3471 2.4948 1.4392 0.0989
H 5.8551 0.2363 2.3159 0.0966
H 4.3977 -1.6756 1.6990 0.1032
H 2.4336 -1.3191 0.2572 0.0961
S 0.0291 1.2522 1.6896 0.6342
C -1.3599 2.3277 1.8411 -0.7094
C -1.1190 3.6277 2.4308 -0.2853
N -0.9193 4.6681 2.8827 0.1310
C -2.5823 1.9220 1.4579 -0.7750
S -2.8511 0.4305 0.6196 0.6132
C -3.7503 2.7389 1.7586 -0.2778
N -4.6823 3.3674 2.0015 0.1362
O -0.8365 -2.1011 1.9774 0.0540
C -1.7588 -2.8001 1.6587 -0.5333
O -2.2589 -2.8356 0.4230 0.0750
C -2.4853 -3.6986 2.6621 -0.2248
N -3.7614 -4.1525 2.0813 -0.0426
C -4.7723 -3.2205 2.6188 -0.1905
C -4.3430 -2.9638 4.0600 -0.1694
C -2.8104 -2.9129 3.9605 -0.1147
H -1.8287 -4.5503 2.8409 0.1544
H -3.9673 -5.0948 2.3855 0.1133
H -3.0193 -3.4540 0.4778 0.1027
H -5.7708 -3.6425 2.5136 0.1127
H -4.7283 -2.2952 2.0381 0.1149
H -4.6630 -3.8014 4.6870 0.1021
H -4.7655 -2.0487 4.4752 0.1087
H -2.3249 -3.3510 4.8310 0.1073
H -2.4473 -1.8907 3.8630 0.1139
```

For the LUMO energy, the calculation gives 2.380 eV. As for the net charge: -1. The calculation puts the maximum force at 1.36 eV/A. The HOMO-LUMO gap is 6.75 eV. The value obtained for the total energy is -3247.10346 hartree. For the energy above the lowest of the compared OMol25 structures with the same formula, charge and spin, the calculation gives 101.2 kJ/mol.

***

Below is the molecule C5H8O, with properties calculated with wB97M-V/def2-TZVPD.

Structure (XYZ):
```
14
Properties=species:S:1:pos:R:3:lowdin_charge:R:1
O 1.4118 1.3770 -1.3188 0.0001
C 1.7743 0.7783 -0.1524 -0.2042
C 0.9227 0.3349 0.7678 -0.1019
C -0.5476 0.1334 0.6303 -0.2903
C -0.8464 -1.2994 0.2672 -0.1287
C -1.3477 -0.2024 -0.6161 -0.1223
H 0.4632 1.5544 -1.2369 0.0883
H 2.8517 0.6771 -0.0499 0.1154
H 1.3211 -0.1196 1.6725 0.1081
H -1.1568 0.5806 1.4157 0.1300
H 0.0256 -1.8285 -0.1122 0.1098
H -1.5045 -1.8838 0.8969 0.0983
H -0.9552 -0.1096 -1.6262 0.0983
H -2.4122 0.0076 -0.5378 0.0992
```

For the LUMO energy, the calculation gives 1.049 eV. As for the net charge: 0. The calculation puts the maximum force at 0.33 eV/A. The HOMO-LUMO gap is 9.62 eV. The SMILES is O/C=C\C1CC1. The value obtained for the total energy is -270.48989 hartree. For the energy above the lowest of the compared OMol25 structures with the same formula, charge and spin, the calculation gives 178.5 kJ/mol.

***

- The lowest maximum force belongs to which entry?
  C5H8O